Computed, not measured: C37H54N3OP2Sn as an isolated structure, with ωB97M-V with the def2-TZVPD basis set.

Values from the calculation:
HOMO energy (eV): -8.64
Energy above the lowest of the compared OMol25 structures with the same formula, charge and spin (kcal per mole): 56.7
E (eV): -70163.2977
Total charge: +1
Orbital gap (eV): 4.98
Lowest unoccupied orbital energy (Ha): -0.1347

The geometry in XYZ format:
```
98
C37H54N3OP2Sn, DFT ωB97M-V with the def2-TZVPD basis set
C -2.0338 -1.5752 -1.0650
C 0.1499 -1.5370 -1.9127
C -2.3622 -2.6044 -1.9375
C -0.2257 -2.3720 -2.9917
C -1.4343 -3.0095 -2.9269
H -3.3129 -3.1089 -1.8611
H 0.5453 -2.6071 -3.7349
H -1.6626 -3.7665 -3.6455
N -0.7968 -1.0289 -1.0201
P -2.8295 0.6166 0.4833
P 2.2415 -0.6634 -0.2996
C -3.1363 -1.0988 -0.1349
H -4.1210 -1.1174 -0.6387
H -3.2749 -1.7851 0.7250
C 0.4998 3.0613 1.9192
O 0.8078 4.0497 2.3649
C 1.5907 -1.4484 -1.7527
H 1.9766 -0.8570 -2.6702
C 3.7216 0.6275 -0.5836
C 2.9053 -2.4164 0.0262
C -3.6050 1.6858 -0.8585
C -3.7197 0.6674 2.1587
C 3.3038 2.0304 -0.0943
H 3.1168 2.0393 0.9907
H 4.1428 2.7244 -0.2970
H 2.4145 2.4058 -0.6085
C 4.9574 0.2334 0.2435
H 4.7171 0.1724 1.3133
H 5.4131 -0.7072 -0.0858
H 5.7170 1.0237 0.1183
C 4.0559 0.6878 -2.0702
H 4.9065 1.3849 -2.1926
H 4.3573 -0.2905 -2.4793
H 3.2147 1.0849 -2.6555
C 3.5087 -2.4831 1.4106
H 2.7986 -2.1146 2.1581
H 3.7237 -3.5349 1.6288
H 4.4352 -1.9153 1.4939
C 1.7289 -3.3981 -0.0382
H 0.9032 -3.0894 0.6129
H 1.3275 -3.5066 -1.0535
H 2.0662 -4.3960 0.2610
C 3.8933 -2.7558 -1.0993
H 3.4787 -2.5242 -2.0938
H 4.8545 -2.2402 -1.0124
H 4.0799 -3.8390 -1.0832
C -3.5446 2.0716 2.7568
H -3.9217 2.0537 3.7880
H -2.4930 2.3854 2.7949
H -4.1152 2.8326 2.2118
C -3.0690 -0.3616 3.1036
H -3.1683 -1.3930 2.7399
H -2.0070 -0.1504 3.2913
H -3.5883 -0.3041 4.0722
C -5.2087 0.3241 2.0255
H -5.6011 0.1528 3.0377
H -5.7948 1.1421 1.5946
H -5.3869 -0.5895 1.4441
C -3.0076 1.2936 -2.2286
H -3.4469 1.9564 -2.9927
H -1.9237 1.4205 -2.2574
H -3.2552 0.2604 -2.5084
C -3.2592 3.1564 -0.5707
H -2.1743 3.3218 -0.5025
H -3.6466 3.7689 -1.3997
H -3.7319 3.5186 0.3517
C -5.1284 1.5172 -0.9537
H -5.4396 0.4658 -1.0287
H -5.6558 1.9960 -0.1204
H -5.4599 2.0210 -1.8754
Sn -0.1894 0.6085 0.6141
N 0.1108 1.9529 -1.0840
C 0.3764 1.8518 -2.2638
C 0.8002 1.9085 -3.5688
C 0.7112 3.2318 -3.9880
C 1.0944 0.9102 -4.6071
C 0.7879 3.6396 -5.2938
H 0.4869 4.0018 -3.2385
C 1.2180 1.3590 -5.9340
H 1.2076 -0.1684 -4.4595
C 1.0636 2.7084 -6.3071
H 0.6415 4.7036 -5.4462
H 1.4403 0.6838 -6.7727
H 1.1473 3.0735 -7.3497
N 0.2560 -2.1289 2.9450
C 0.7200 -1.7066 4.1748
C 1.3956 -2.5978 5.0244
C 1.8325 -2.1859 6.2700
C 1.6142 -0.8591 6.6954
C 0.9688 0.0435 5.8435
C 0.5396 -0.3539 4.5854
H 0.3034 -3.0991 2.6803
H -0.2736 -1.5168 2.3522
H 1.5664 -3.6336 4.6790
H 2.3421 -2.8855 6.9310
H 1.9494 -0.5372 7.6801
H 0.7965 1.0771 6.1620
H 0.0813 0.3542 3.8905
```

Results of the Löwdin charge analysis, in e, for atoms 1 through 6: atom 1 (C): -0.373, atom 2 (C): -0.382, atom 3 (C): -0.048, atom 4 (C): -0.061, atom 5 (C): -0.048, atom 6 (H): 0.109